{
  "formula": "C58H55As2BrN7O9RbSSe3",
  "method": "ωB97M-V/def2-TZVPD",
  "total_charge": -2,
  "orbital_gap_ev": 4.68,
  "largest_force_ha_per_bohr": 0.036,
  "species": ["Rb", "Se", "Se", "C", "C", "C", "C", "C", "N", "C", "C", "C", "C", "C", "N", "H", "H", "H", "H", "H", "H", "H", "H", "O", "C", "C", "C", "C", "N", "C", "C", "C", "C", "C", "C", "O", "C", "C", "N", "H", "H", "H", "H", "H", "H", "H", "H", "H", "H", "H", "H", "O", "As", "O", "O", "C", "C", "C", "C", "C", "C", "S", "O", "O", "O", "H", "H", "H", "H", "H", "Br", "C", "C", "C", "N", "C", "C", "H", "H", "H", "H", "O", "C", "C", "C", "C", "C", "C", "N", "H", "H", "H", "H", "H", "H", "H", "H", "H", "H", "H", "C", "C", "C", "C", "C", "C", "As", "C", "C", "C", "C", "C", "C", "C", "C", "C", "C", "C", "C", "H", "H", "H", "H", "H", "H", "H", "H", "H", "H", "H", "H", "H", "H", "H", "Se", "C", "N"],
  "coordinates": [[-0.151209, 0.056948, 0.114964], [3.117019, 0.735429, -3.504315], [3.995576, -1.193310, -2.578348], [4.045011, -0.804328, -0.684129], [5.095241, -1.595580, 0.013576], [5.328114, -1.419242, 1.307230], [4.568981, -0.404333, 2.089289], [3.469590, 0.328683, 1.271751], [3.276793, 0.028125, -0.134621], [1.260053, 0.314391, -3.911595], [1.026106, 0.337044, -5.283524], [-0.353763, 0.453263, -5.642603], [-1.323548, 0.350399, -4.717925], [-0.985569, -0.000018, -3.294633], [0.415058, 0.235611, -2.929209], [5.644658, -2.326470, -0.567228], [6.088084, -2.008105, 1.811492], [4.186866, -0.835918, 3.016075], [2.494357, 0.285394, 1.754827], [1.827760, 0.415971, -5.998926], [-0.619548, 0.680732, -6.672017], [-2.360930, 0.526209, -4.975071], [-1.591966, 0.624472, -2.629349], [-8.414926, 0.131727, -0.739973], [-7.736163, 1.166037, -0.038825], [-6.251087, 1.061713, -0.252186], [-5.412151, 1.969021, 0.382017], [-4.046241, 1.859694, 0.197265], [-3.483118, 0.923603, -0.561372], [-4.291872, 0.081769, -1.199520], [-5.678823, 0.099953, -1.066793], [-3.615590, -0.850903, -2.129887], [-4.097831, -1.269264, -3.303734], [-3.332024, -2.179199, -4.161696], [-4.031538, -2.934312, -5.243848], [-4.893468, -3.953470, -4.726193], [-2.020537, -2.298481, -3.933854], [-1.399927, -1.492761, -2.846593], [-2.315773, -1.267689, -1.720841], [-9.348532, 0.187971, -0.522276], [-7.942284, 1.104356, 1.036318], [-8.074202, 2.149488, -0.387217], [-5.799151, 2.762264, 1.010913], [-3.381102, 2.571338, 0.659195], [-6.289757, -0.632510, -1.571983], [-5.068720, -0.920957, -3.638910], [-3.288977, -3.367653, -5.922612], [-4.682722, -2.277598, -5.826826], [-4.397345, -4.393761, -4.025909], [-1.395053, -2.933495, -4.549483], [-0.491420, -1.950183, -2.454765], [1.882512, -2.641874, 1.512983], [2.437099, -3.798292, 0.270296], [1.100887, -4.986408, 0.256115], [1.494565, -3.357651, -1.187257], [0.616232, -4.560232, -1.101488], [1.027992, -5.543983, -2.116961], [0.184370, -6.148394, -2.980481], [-1.213281, -5.888191, -2.982022], [-1.674191, -4.974459, -2.078490], [-0.819579, -4.294711, -1.186510], [-1.610948, -3.276828, -0.075869], [-2.704627, -2.493826, -0.947580], [-2.438360, -3.989415, 0.854645], [-0.713560, -2.277709, 0.476652], [0.920273, -2.538246, 1.408472], [2.088490, -5.770930, -2.137463], [0.594498, -6.856751, -3.693602], [-1.878753, -6.381935, -3.676744], [-2.730820, -4.738476, -2.036450], [-6.021388, 1.681674, 4.692364], [-4.310176, 1.454323, 3.898873], [-3.859935, 0.180677, 3.603470], [-2.614824, 0.069675, 3.002839], [-1.861392, 1.122384, 2.687493], [-2.323028, 2.334854, 2.978155], [-3.547330, 2.561827, 3.597892], [-4.452287, -0.697572, 3.813060], [-2.209794, -0.902628, 2.749778], [-1.719714, 3.177989, 2.665926], [-3.888854, 3.572632, 3.764698], [0.073850, -1.375240, 3.357864], [0.968655, -0.862659, 4.003403], [1.129410, 0.632830, 4.149455], [0.806324, 1.150008, 5.569258], [0.878617, 0.091760, 6.669680], [2.260404, -0.529912, 6.866924], [2.877382, -1.054780, 5.562805], [1.906863, -1.613890, 4.644800], [0.456685, 1.083111, 3.419775], [2.151679, 0.906225, 3.882833], [-0.200886, 1.573465, 5.562242], [1.488437, 1.973280, 5.806714], [0.163025, -0.702903, 6.438998], [0.544829, 0.531154, 7.613349], [2.183131, -1.341120, 7.596118], [2.946249, 0.211434, 7.289039], [3.615371, -1.830924, 5.772474], [3.421329, -0.246831, 5.068213], [1.823072, -2.608932, 4.508265], [4.744283, 5.660754, -1.906153], [3.878700, 4.674845, -2.351501], [3.027469, 4.041724, -1.451656], [3.052131, 4.387380, -0.106197], [3.926962, 5.374499, 0.338891], [4.767161, 6.012592, -0.559925], [1.901445, 3.348150, 1.077379], [3.393163, 2.729725, 2.208179], [3.657175, 3.051917, 3.474128], [4.727258, 2.382733, 4.237196], [5.484576, 1.418005, 3.716737], [5.309979, 0.953944, 2.306462], [4.197988, 1.680888, 1.492108], [1.167233, 4.719132, 2.249932], [0.949740, 6.022479, 1.817745], [0.269037, 6.924138, 2.622598], [-0.199293, 6.537883, 3.869675], [0.006825, 5.238077, 4.305969], [0.678251, 4.333749, 3.494502], [5.406588, 6.156017, -2.605733], [3.860413, 4.386192, -3.394242], [2.358400, 3.261529, -1.796958], [3.957020, 5.634422, 1.391746], [5.447283, 6.780119, -0.210130], [3.066757, 3.801818, 3.989144], [4.885787, 2.697282, 5.263389], [6.261865, 0.953542, 4.315377], [6.273812, 0.957757, 1.790706], [4.550381, 2.074427, 0.534942], [1.277078, 6.329018, 0.831852], [0.073880, 7.923931, 2.256327], [-0.753688, 7.237050, 4.481954], [-0.380866, 4.913523, 5.264044], [0.795240, 3.308645, 3.830228], [-3.478993, 5.744425, 1.190117], [-2.057562, 4.774459, 0.543727], [-1.137632, 4.164262, 0.185659]],
  "forces_ev_per_a": [[0.4, 1.7, -0.4], [0.1, 0.0, 0.1], [0.0, 0.1, 0.2], [0.2, -0.2, -0.2], [-0.1, 0.1, -0.1], [0.0, 0.0, 0.0], [0.1, 0.0, 0.0], [0.0, 0.0, -0.2], [-0.1, 0.1, 0.1], [0.1, -0.1, -0.2], [-0.1, 0.0, 0.1], [0.1, 0.0, -0.1], [0.0, 0.0, 0.1], [0.0, 0.0, 0.1], [-0.1, 0.2, 0.1], [0.0, 0.0, 0.0], [0.0, 0.0, 0.0], [0.0, 0.0, 0.0], [-0.1, 0.0, 0.0], [0.0, 0.0, 0.0], [0.0, 0.0, 0.0], [0.0, 0.0, 0.0], [0.0, 0.0, 0.0], [0.0, 0.0, 0.0], [0.0, 0.0, 0.0], [0.0, 0.0, 0.0], [0.0, 0.0, 0.0], [-0.1, 0.0, -0.1], [0.0, 0.1, 0.1], [0.0, -0.2, -0.2], [0.0, 0.1, 0.1], [0.0, 0.2, 0.0], [0.0, -0.1, -0.1], [0.0, 0.2, 0.1], [0.0, 0.0, -0.1], [0.0, 0.0, 0.0], [0.0, 0.0, 0.0], [-0.1, -0.1, -0.1], [0.2, -0.3, 0.5], [0.0, 0.0, 0.0], [0.0, 0.0, 0.0], [0.0, 0.0, 0.0], [0.0, 0.0, 0.0], [0.1, 0.1, 0.0], [0.0, 0.0, 0.0], [0.0, 0.0, 0.0], [0.0, 0.0, 0.0], [0.0, 0.0, 0.0], [0.0, 0.0, 0.0], [0.0, 0.0, 0.0], [0.0, 0.0, -0.1], [0.3, -0.2, -0.3], [-0.3, 0.1, 0.0], [0.0, -0.1, 0.0], [0.0, 0.0, 0.0], [0.1, 0.2, 0.1], [0.0, 0.0, 0.0], [0.0, -0.1, -0.1], [0.0, 0.0, 0.0], [0.1, 0.0, 0.1], [0.0, -0.2, -0.2], [0.1, 0.1, 0.3], [-0.1, -0.1, -0.3], [-0.1, 0.0, 0.0], [-0.3, -1.5, 0.1], [-0.2, 0.0, 0.2], [0.0, 0.0, 0.0], [0.0, 0.0, 0.0], [0.0, 0.0, 0.0], [0.0, 0.0, 0.0], [0.0, 0.0, 0.0], [0.0, 0.0, 0.0], [0.0, 0.0, 0.0], [0.0, 0.0, -0.1], [0.2, 0.0, 0.0], [-0.1, 0.0, 0.0], [0.0, 0.0, -0.1], [0.0, 0.0, 0.0], [0.0, 0.0, 0.0], [0.1, 0.1, 0.0], [0.0, 0.0, 0.0], [-0.1, 0.0, -0.1], [0.1, 0.0, 0.0], [0.0, 0.0, 0.0], [0.0, 0.0, 0.0], [-0.1, 0.0, 0.0], [0.0, 0.0, 0.0], [0.1, -0.1, -0.1], [0.0, 0.0, 0.0], [0.0, 0.0, 0.0], [0.0, 0.0, 0.0], [0.0, 0.0, 0.0], [0.0, 0.0, 0.0], [0.0, 0.0, 0.0], [0.0, 0.0, 0.0], [0.0, 0.0, 0.0], [0.0, 0.0, 0.0], [0.0, 0.0, 0.0], [0.0, 0.0, 0.0], [0.0, 0.0, 0.0], [0.0, 0.0, 0.0], [0.0, 0.0, 0.0], [0.0, 0.0, 0.0], [-0.1, 0.0, -0.1], [0.0, 0.0, 0.0], [0.0, 0.0, 0.0], [-0.1, -0.1, 0.3], [0.0, 0.0, -0.2], [0.1, 0.0, 0.1], [-0.1, 0.1, 0.0], [0.0, 0.0, 0.0], [0.0, 0.0, 0.0], [0.0, 0.0, 0.1], [0.1, 0.0, -0.1], [0.0, 0.0, 0.0], [0.0, 0.0, 0.0], [0.0, 0.0, 0.0], [0.0, 0.0, 0.0], [-0.1, 0.0, 0.0], [0.0, 0.0, 0.0], [0.0, 0.0, 0.0], [0.0, 0.0, 0.0], [0.0, 0.0, 0.0], [0.0, 0.0, 0.0], [0.0, 0.0, 0.0], [0.0, 0.0, 0.0], [0.0, 0.0, 0.0], [0.0, 0.0, 0.0], [0.0, 0.0, 0.0], [0.0, 0.0, 0.0], [0.0, 0.0, 0.0], [0.0, 0.0, 0.0], [0.0, 0.0, 0.0], [0.0, 0.0, 0.0], [0.2, -0.3, -0.1], [-0.3, 0.4, 0.3], [0.1, -0.2, -0.1]]
}